No. 1
The following is a quantum chemistry calculation of one molecule with the formula C5H8N2, from the OMol25 dataset.

Last column: natural (NBO) charge in e.
CARTESIAN COORDINATES (ANGSTROEM)
1 C -1.968221 0.157856 0.068930  -0.6219
2 C -0.635392 -0.369818 -0.402572  -0.0275
3 C 0.503970 0.541130 -0.762102  -0.2048
4 C 0.479743 1.981514 -0.587672  0.2759
5 N 0.519114 3.114160 -0.355722  -0.3164
6 N 0.476855 -0.176866 0.487248  -0.3779
7 C 1.543886 -1.098022 0.804290  -0.4109
8 H -1.812672 1.065021 0.659414  0.2324
9 H -2.627053 0.394975 -0.773071  0.2178
10 H -2.470158 -0.581315 0.701993  0.2193
11 H -0.669882 -1.273607 -1.021327  0.1948
12 H 1.147894 0.191354 -1.572736  0.2257
13 H 1.880994 -1.736759 -0.027431  0.1714
14 H 1.242466 -1.725988 1.647097  0.2100
15 H 2.388456 -0.483628 1.133657  0.2121

Atoms 1-2, force components in eV/Å:
C 0.0074 0.0263 0.0068
C -0.1425 -0.0766 0.0046

Summary:
- energy (a.u.) = -304.7729
- SMILES = C[C@H]1[C@@H](C#N)N1C
- HOMO (eV) = -9.81
- net charge = 0
- frontier orbital gap (Ha) = 0.394

***

No. 2
The following is a quantum chemistry calculation of one molecule with the formula C5H8N2, from the OMol25 dataset.

Last column: natural (NBO) charge in e.
CARTESIAN COORDINATES (ANGSTROEM)
1 N 1.301073 2.596296 0.905495  -0.3294
2 C 1.114104 1.474197 0.692107  0.2601
3 C 0.864915 0.035752 0.415263  -0.1472
4 N 2.013248 -0.672122 -0.123797  -0.7953
5 C -0.320445 -0.094123 -0.522118  -0.2255
6 C -1.655771 0.444194 -0.117885  -0.4157
7 C -1.437382 -1.043985 -0.214445  -0.4061
8 H 0.618211 -0.429471 1.375600  0.2302
9 H 2.804249 -0.642786 0.512256  0.3679
10 H 2.320137 -0.241049 -0.990476  0.3609
11 H -0.046122 0.022154 -1.567551  0.2205
12 H -1.747752 0.886907 0.871972  0.2200
13 H -2.255399 0.930889 -0.881382  0.2236
14 H -1.896380 -1.577817 -1.042911  0.2214
15 H -1.381638 -1.607723 0.715233  0.2146

Atoms 1-2, force components in eV/Å:
N -0.1343 -1.0726 -0.2165
C 0.2067 1.0620 0.2150

Summary:
- energy (a.u.) = -304.7882
- SMILES = N#C[C@H](N)C1CC1
- HOMO (eV) = -10.34
- net charge = 0
- frontier orbital gap (Ha) = 0.415

***

No. 3
The following is a quantum chemistry calculation of one molecule with the formula C5H8N2, from the OMol25 dataset.

Last column: natural (NBO) charge in e.
CARTESIAN COORDINATES (ANGSTROEM)
1 C -0.294758 2.004228 0.332427  -0.6254
2 C 0.629917 1.015103 -0.389967  -0.2060
3 N 0.278938 -0.375857 -0.156319  -0.3460
4 C -0.664813 -1.129452 -0.814791  -0.1154
5 C -0.683181 -2.338331 -0.172908  -0.0967
6 N 0.216298 -2.349594 0.863661  -0.4574
7 C 0.766072 -1.160997 0.842506  0.1623
8 H 0.269845 2.878294 0.668520  0.2167
9 H -1.106730 2.356425 -0.311407  0.2131
10 H -0.744733 1.531279 1.211259  0.2232
11 H 1.665077 1.137511 -0.055385  0.2078
12 H 0.630902 1.189719 -1.470917  0.2082
13 H -1.209231 -0.746045 -1.666083  0.2161
14 H -1.286577 -3.206898 -0.402304  0.2073
15 H 1.532974 -0.805385 1.521707  0.1922

Atoms 1-2, force components in eV/Å:
C -0.0595 0.0297 0.0159
C 0.1084 0.0560 -0.0432

Summary:
- energy (a.u.) = -304.8279
- SMILES = CCn1ccnc1
- HOMO (eV) = -8.73
- net charge = 0
- frontier orbital gap (Ha) = 0.355

***

No. 4
The following is a quantum chemistry calculation of one molecule with the formula C5H8N2, from the OMol25 dataset.

Last column: natural (NBO) charge in e.
CARTESIAN COORDINATES (ANGSTROEM)
1 C 2.982495 -0.213064 0.299621  -0.4327
2 N 1.596573 -0.396005 -0.041686  -0.3830
3 C 0.863431 0.622688 -0.186533  0.0871
4 C -0.527215 0.445077 -0.678186  -0.2140
5 N -0.903420 -1.031469 -0.903516  -0.2697
6 C -1.591456 -0.354119 -0.111718  0.2610
7 C -2.960232 -0.342660 0.429860  -0.6694
8 H 3.275175 0.840636 0.428128  0.1635
9 H 3.597444 -0.660548 -0.489143  0.2064
10 H 3.187813 -0.764679 1.221315  0.2047
11 H 1.240508 1.654802 -0.086748  0.1462
12 H -0.816496 1.176533 -1.441265  0.1810
13 H -3.567402 0.124592 -0.355587  0.2440
14 H -3.052281 0.257974 1.332573  0.2344
15 H -3.324936 -1.359759 0.582890  0.2405

Atoms 1-2, force components in eV/Å:
C 0.2012 0.0268 0.1036
N -0.1918 0.4188 0.0644

Summary:
- energy (a.u.) = -304.7342
- SMILES = C/N=C/[C@H]1N=C1C
- HOMO (eV) = -9.30
- net charge = 0
- frontier orbital gap (Ha) = 0.376

***

No. 5
The following is a quantum chemistry calculation of one molecule with the formula C5H8N2, from the OMol25 dataset.

Last column: natural (NBO) charge in e.
CARTESIAN COORDINATES (ANGSTROEM)
1 C 2.141371 0.957673 -0.483496  -0.6213
2 C 0.900327 0.198928 -0.114393  -0.0894
3 C 0.754602 -0.685145 0.926374  -0.0943
4 N -0.568800 -1.050257 0.993681  -0.5118
5 C -1.275663 -0.410711 0.012797  0.2763
6 N -2.673230 -0.620301 -0.066168  -0.8379
7 C -0.391077 0.362635 -0.699959  -0.3384
8 H 3.042974 0.427759 -0.158069  0.2139
9 H 2.210516 1.112201 -1.564075  0.2131
10 H 2.148558 1.945624 -0.003845  0.2125
11 H 1.484757 -1.064036 1.630189  0.2071
12 H -0.978783 -1.715776 1.627995  0.4143
13 H -3.167589 0.088052 0.467581  0.3683
14 H -2.991132 -0.542956 -1.024779  0.3741
15 H -0.636831 0.996311 -1.543832  0.2133

Atoms 1-2, force components in eV/Å:
C 0.0637 -0.0382 0.0693
C -0.0201 -0.0376 0.1265

Summary:
- energy (a.u.) = -304.8316
- SMILES = Cc1c[nH]c(N)c1
- HOMO (eV) = -7.75
- net charge = 0
- frontier orbital gap (Ha) = 0.323

***

No. 6
The following is a quantum chemistry calculation of one molecule with the formula C5H8N2, from the OMol25 dataset.

Last column: natural (NBO) charge in e.
CARTESIAN COORDINATES (ANGSTROEM)
1 C 0.542181 1.536384 -0.647533  -0.4007
2 N -0.492559 0.582605 -0.247812  -0.3829
3 C -1.017609 -0.249833 -1.243802  -0.0727
4 C -0.860325 -1.542980 -0.863494  -0.2715
5 C -0.247648 -1.553422 0.430343  -0.3388
6 C -0.050113 -0.253215 0.781173  0.3033
7 N 0.687526 0.315980 1.821696  -0.8564
8 H 1.449951 0.965569 -0.865887  0.1868
9 H 0.261464 2.115575 -1.523917  0.2045
10 H 0.795087 2.211418 0.164317  0.2149
11 H -1.557275 0.136054 -2.103052  0.2094
12 H -1.172624 -2.409898 -1.422718  0.2184
13 H 0.019399 -2.429212 1.004371  0.2185
14 H 0.199716 0.820425 2.545529  0.3832
15 H 1.442828 -0.245449 2.170785  0.3841

Atoms 1-2, force components in eV/Å:
C 0.1949 0.3198 -0.0956
N 0.0965 -0.1405 0.0684

Summary:
- energy (a.u.) = -304.8059
- SMILES = Cn1cccc1N
- HOMO (eV) = -7.85
- net charge = 0
- frontier orbital gap (Ha) = 0.328

***

No. 7
The following is a quantum chemistry calculation of one molecule with the formula C5H8N2, from the OMol25 dataset.

Last column: natural (NBO) charge in e.
CARTESIAN COORDINATES (ANGSTROEM)
1 C 1.494211 0.038332 1.161556  -0.4001
2 N 0.553857 0.182665 0.072642  -0.3401
3 C 0.577436 1.174767 -0.875577  -0.0771
4 C -0.578566 1.103662 -1.608477  -0.2967
5 C -1.350335 0.033458 -1.073989  -0.3410
6 C -0.624254 -0.515906 -0.040847  0.2833
7 N -0.842903 -1.630003 0.802655  -0.8432
8 H 1.781889 -1.008229 1.281167  0.2202
9 H 2.374897 0.648240 0.946544  0.2100
10 H 1.059728 0.381800 2.107849  0.1944
11 H 1.432587 1.833685 -0.949952  0.2065
12 H -0.838237 1.743719 -2.441833  0.2203
13 H -2.325621 -0.298085 -1.409369  0.2167
14 H -1.278818 -1.377916 1.685055  0.3682
15 H -1.435871 -2.310187 0.342575  0.3786

Atoms 1-2, force components in eV/Å:
C 0.0940 -0.0321 0.0884
N -0.1911 0.0001 -0.0014

Summary:
- energy (a.u.) = -304.8225
- SMILES = Cn1cccc1N
- HOMO (eV) = -7.75
- net charge = 0
- frontier orbital gap (Ha) = 0.321

***

No. 8
The following is a quantum chemistry calculation of one molecule with the formula C5H8N2, from the OMol25 dataset.

Last column: natural (NBO) charge in e.
CARTESIAN COORDINATES (ANGSTROEM)
1 C -2.469425 -0.208107 -0.136215  -0.6208
2 C -0.974969 -0.041352 -0.080299  -0.2673
3 C -0.327122 1.203420 -0.158098  0.1421
4 N 0.981027 1.077834 -0.008388  -0.5253
5 C 1.245385 -0.342398 0.281331  -0.0351
6 N 2.491099 -0.801115 -0.269841  -0.8312
7 C -0.038234 -1.080845 0.051850  -0.1077
8 H -2.722998 -1.091502 -0.728502  0.2295
9 H -2.887895 -0.359955 0.866757  0.2145
10 H -2.970816 0.664365 -0.573545  0.1993
11 H -0.770390 2.187810 -0.303671  0.2067
12 H 1.676088 1.797784 -0.130583  0.4156
13 H 3.205732 -0.865998 0.446198  0.3622
14 H 2.351788 -1.732218 -0.645423  0.3862
15 H 1.210726 -0.407716 1.388425  0.2314

Atoms 1-2, force components in eV/Å:
C -0.0766 -0.0141 -0.0345
C -0.0082 -0.1997 0.0303

Summary:
- energy (a.u.) = -304.7254
- HOMO (eV) = -7.85
- net charge = 0
- frontier orbital gap (Ha) = 0.303

***

Energy above the lowest of the compared OMol25 structures with the same formula, charge and spin (kcal/mol)
39.28; 29.65; 4.78; 63.59; 2.45; 18.59; 8.17; 69.06